Record 1
Formula: C30H51N2O2P2V
Source: the Open Molecules 2025 dataset
Level of theory: ωB97M-V/def2-TZVPD

Results
* F_max: 0.1424 hartree/bohr
* 2S+1: 4
* DFT total energy: -83268.49236 eV
* charge: +1
* expectation value of S²: 3.7922

Geometry as XYZ:
```
88
Properties=species:S:1:pos:R:3:mulliken_charge:R:1
C 0.79 2.72 -0.11 0.34
C -0.25 1.48 1.56 -0.26
C 0.84 3.83 0.72 -0.93
C 0.01 2.47 2.52 -1.30
C 0.53 3.69 2.07 -0.82
H 1.13 4.79 0.27 0.50
H -0.33 2.29 3.54 0.57
H 0.61 4.53 2.76 0.42
N 0.45 1.51 0.38 0.89
P 1.64 1.20 -2.28 1.45
P -0.41 -1.62 2.39 0.06
C 0.97 2.79 -1.62 -1.39
H -0.01 2.99 -2.10 0.51
H 1.61 3.65 -1.87 0.48
C 0.54 -2.12 -0.98 0.32
O 0.46 -3.29 -1.06 -0.36
C -1.41 0.64 1.63 -0.77
H -2.07 0.84 2.49 0.82
C -2.00 -2.35 3.06 2.40
C 1.00 -2.68 2.93 2.12
C 0.71 0.70 -3.83 1.75
C 3.44 1.73 -2.53 1.79
C -2.50 -3.23 1.89 -1.67
H -1.82 -4.05 1.63 0.35
H -3.48 -3.66 2.15 0.43
H -2.62 -2.62 0.98 0.16
C -1.87 -3.08 4.42 -1.90
H -1.21 -3.95 4.43 0.36
H -1.56 -2.36 5.19 0.47
H -2.88 -3.43 4.71 0.49
C -3.08 -1.30 3.33 -2.06
H -3.98 -1.78 3.75 0.69
H -2.74 -0.55 4.07 0.36
H -3.38 -0.81 2.40 0.11
C 0.68 -4.16 2.65 -1.82
H 0.59 -4.30 1.56 0.26
H 1.54 -4.75 2.99 0.51
H -0.21 -4.55 3.14 0.33
C 2.31 -2.42 2.19 -2.07
H 2.26 -2.74 1.14 0.30
H 2.63 -1.37 2.25 0.32
H 3.08 -3.03 2.68 0.70
C 1.23 -2.26 4.39 -1.79
H 0.43 -2.55 5.07 0.34
H 2.17 -2.72 4.74 0.50
H 1.36 -1.16 4.43 0.39
C 4.21 0.53 -3.10 -1.64
H 5.27 0.83 -3.22 0.54
H 4.19 -0.34 -2.44 0.19
H 3.85 0.24 -4.10 0.28
C 4.04 2.15 -1.17 -1.59
H 3.49 2.99 -0.73 0.29
H 4.07 1.33 -0.45 0.25
H 5.08 2.48 -1.35 0.57
C 3.58 2.94 -3.48 -1.50
H 4.64 3.25 -3.46 0.52
H 3.32 2.70 -4.51 0.33
H 2.99 3.80 -3.16 0.26
C -0.81 0.87 -3.63 -1.88
H -1.08 1.92 -3.46 0.38
H -1.31 0.54 -4.55 0.62
H -1.21 0.27 -2.80 0.20
C 1.01 -0.78 -4.12 -1.55
H 0.66 -1.45 -3.32 0.05
H 0.49 -1.06 -5.05 0.53
H 2.09 -0.96 -4.27 0.28
C 1.14 1.54 -5.05 -1.92
H 1.04 2.62 -4.86 0.34
H 2.16 1.32 -5.38 0.33
H 0.47 1.30 -5.89 0.54
V 0.59 -0.27 -0.68 -0.45
N -1.30 -0.33 -0.49 0.03
C -2.01 0.24 0.42 0.00
C -3.49 0.60 0.05 2.03
C -4.35 1.07 1.23 -1.73
C -3.42 1.80 -0.91 -1.46
C -4.05 -0.66 -0.60 -1.67
H -4.76 0.24 1.79 0.47
H -3.78 1.74 1.89 0.24
H -5.20 1.65 0.86 0.47
H -2.82 1.58 -1.80 0.09
H -4.43 2.07 -1.24 0.56
H -2.99 2.67 -0.38 0.33
H -5.02 -0.48 -1.07 0.47
H -3.36 -1.02 -1.38 0.24
H -4.16 -1.47 0.14 0.26
O 3.53 -0.91 -0.14 -0.45
C 2.40 -0.55 -0.29 0.80
```

Record 2
Formula: C4H9NOS
Source: the Open Molecules 2025 dataset
Level of theory: ωB97M-V/def2-TZVPD

Results
* SMILES: C[C@@H](C[S-])NC[O-]
* F_max: 0.0171 hartree/bohr
* 2S+1: 1
* DFT total energy: -18664.58735 eV
* charge: -2

Geometry as XYZ:
```
16
Properties=species:S:1:pos:R:3:mulliken_charge:R:1
C 0.33 -1.43 -0.07 -1.23
C 0.27 0.02 0.43 0.24
C 1.67 0.61 0.63 -0.91
S 2.75 -0.21 1.88 -0.80
N -0.51 0.92 -0.42 -0.36
C -1.96 0.58 -0.63 -0.54
O -2.25 -0.34 -1.54 -0.89
H -0.67 -1.87 -0.09 0.32
H 0.76 -1.48 -1.07 0.30
H 0.94 -2.04 0.60 0.39
H -0.22 0.03 1.41 0.17
H 1.53 1.63 1.01 0.28
H 2.14 0.70 -0.35 0.24
H -0.10 0.94 -1.36 0.27
H -2.41 1.58 -0.88 0.31
H -2.29 0.36 0.43 0.21
```

Record 3
Formula: C30H41N9O2SeTl
Source: the Open Molecules 2025 dataset
Level of theory: ωB97M-V/def2-TZVPD

Results
* F_max: 0.0016 hartree/bohr
* 2S+1: 1
* DFT total energy: -119323.01435 eV
* charge: -1

Geometry as XYZ:
```
84
Properties=species:S:1:pos:R:3:mulliken_charge:R:1
Tl -2.29 -2.10 -0.09 1.40
C 3.34 2.02 -1.66 -1.59
C 3.06 1.22 -2.94 2.21
C 4.23 0.26 -3.20 -1.69
C 2.98 2.20 -4.11 -2.29
C 1.76 0.43 -2.76 -0.91
C 1.67 -0.50 -1.74 -0.50
C 0.50 -1.21 -1.53 -0.04
Se 0.45 -2.45 -0.06 0.09
C 0.65 -1.18 1.36 -0.82
C 1.92 -1.01 1.89 -0.10
C 2.15 -0.07 2.88 -0.55
C 1.05 0.67 3.31 0.09
C -0.23 0.53 2.82 -0.84
C -0.47 -0.43 1.79 1.58
O -1.68 -0.56 1.31 -0.95
C -1.39 1.38 3.35 2.42
C -2.48 0.48 3.95 -1.49
C -1.98 2.23 2.21 -1.52
C -0.94 2.34 4.45 -2.37
C 3.53 0.18 3.49 1.97
C 3.94 1.64 3.25 -1.45
C 3.48 -0.09 5.00 -1.66
C 4.60 -0.72 2.88 -2.12
C -0.64 -1.04 -2.34 1.46
O -1.77 -1.71 -2.14 -1.14
C -0.56 -0.09 -3.39 -0.67
C 0.64 0.59 -3.57 0.25
C -1.77 0.17 -4.30 2.49
C -2.16 -1.13 -5.02 -1.69
C -2.95 0.69 -3.48 -1.61
C -1.46 1.21 -5.38 -2.38
H 4.27 2.59 -1.76 0.46
H 3.43 1.37 -0.79 0.24
H 2.53 2.72 -1.46 0.34
H 5.16 0.81 -3.32 0.45
H 4.05 -0.33 -4.10 0.38
H 4.35 -0.44 -2.37 0.27
H 3.92 2.75 -4.19 0.44
H 2.18 2.93 -3.97 0.41
H 2.81 1.68 -5.06 0.44
H 2.50 -0.67 -1.07 0.38
H 2.72 -1.63 1.51 0.57
H 1.22 1.41 4.09 0.34
H -2.89 -0.20 3.21 0.15
H -3.29 1.10 4.34 0.46
H -2.07 -0.11 4.78 0.32
H -2.38 1.61 1.42 0.19
H -1.22 2.89 1.80 0.30
H -2.79 2.85 2.61 0.46
H -0.53 1.81 5.31 0.39
H -1.80 2.92 4.79 0.48
H -0.19 3.05 4.09 0.38
H 3.23 2.33 3.69 0.30
H 3.99 1.85 2.18 0.18
H 4.92 1.84 3.68 0.46
H 2.75 0.56 5.49 0.29
H 4.46 0.10 5.45 0.46
H 3.20 -1.12 5.20 0.36
H 4.70 -0.56 1.80 0.33
H 4.38 -1.78 3.04 0.40
H 5.57 -0.51 3.34 0.45
H 0.69 1.31 -4.38 0.52
H -2.44 -1.90 -4.31 0.29
H -1.33 -1.50 -5.63 0.34
H -3.00 -0.94 -5.69 0.46
H -3.26 0.00 -2.71 0.32
H -3.80 0.88 -4.13 0.47
H -2.68 1.64 -3.00 0.28
H -0.66 0.90 -6.05 0.43
H -1.19 2.18 -4.94 0.40
H -2.36 1.37 -5.98 0.46
N -5.40 -3.64 0.87 -0.10
C -4.27 -4.41 0.99 0.54
N -4.27 -5.65 1.43 -0.54
N -2.97 -6.02 1.41 -0.62
N -2.23 -5.08 0.98 -0.47
N -3.02 -4.01 0.70 0.30
C -5.48 -2.38 0.31 0.52
N -6.63 -1.75 0.14 -0.53
N -6.28 -0.57 -0.41 -0.71
N -5.02 -0.48 -0.55 -0.32
N -4.46 -1.63 -0.09 0.10
H -6.27 -4.09 1.08 0.22
```

Record 4
Formula: C6H8
Source: the Open Molecules 2025 dataset
Level of theory: ωB97M-V/def2-TZVPD

Results
* SMILES: CC1=C[C@H]2C[C@@H]12
* F_max: 0.1162 hartree/bohr
* 2S+1: 1
* DFT total energy: -6347.76938 eV
* charge: 0

Geometry as XYZ:
```
14
Properties=species:S:1:pos:R:3:mulliken_charge:R:1
C 0.04 -1.11 -0.83 -0.83
C -0.71 -0.41 0.04 0.42
C 1.54 0.78 -0.08 -0.63
C 1.41 -0.73 0.13 -0.25
C 0.51 0.16 0.83 -0.43
C -2.07 0.23 0.00 -1.06
H -0.02 -1.70 -1.66 0.50
H 2.39 1.38 0.33 0.25
H 1.31 1.16 -1.06 0.20
H 2.16 -1.44 0.26 0.51
H 0.44 0.40 1.86 0.42
H -2.74 -0.20 -0.72 0.33
H -1.72 1.27 -0.12 0.29
H -2.53 0.21 1.02 0.26
```

Record 5
Formula: C38H52N7O2SeSiY
Source: the Open Molecules 2025 dataset
Level of theory: ωB97M-V/def2-TZVPD

Results
* F_max: 0.0163 hartree/bohr
* 2S+1: 1
* DFT total energy: -129035.70317 eV
* charge: +2

Geometry as XYZ:
```
102
Properties=species:S:1:pos:R:3:mulliken_charge:R:1
Y -0.49 0.24 -0.17 0.57
C 1.31 -0.11 2.06 -0.11
C 0.38 -1.09 2.44 -0.72
C -0.91 -0.72 2.81 0.03
C -1.29 0.62 2.79 -0.33
C -0.37 1.59 2.41 -0.55
C 0.93 1.23 2.05 -0.55
H 2.31 -0.40 1.77 0.28
H 0.68 -2.13 2.47 0.52
H -1.62 -1.48 3.11 0.46
H -2.30 0.90 3.06 0.44
H -0.66 2.64 2.40 0.49
H 1.64 1.99 1.75 0.47
N -0.17 3.95 -3.78 -0.56
N -0.68 3.61 -2.55 1.06
N -1.74 4.19 -2.04 -0.95
C -1.93 3.50 -0.93 -0.21
N -0.99 2.55 -0.79 -0.32
N -0.20 2.63 -1.85 -0.13
H -0.64 4.79 -4.08 0.32
H 0.84 4.09 -3.71 0.29
H -2.74 3.67 -0.25 0.53
C -5.26 1.48 0.02 -1.44
C -5.35 -0.05 0.08 2.04
C -5.37 -0.48 1.56 -1.68
C -6.65 -0.51 -0.58 -1.93
Si -3.81 -0.75 -0.75 -0.77
O -2.48 -0.13 0.00 1.41
C -3.64 -0.32 -2.58 0.49
C -4.67 -0.45 -3.51 -0.47
C -4.47 -0.17 -4.86 -1.01
C -3.22 0.24 -5.31 -0.80
C -2.17 0.36 -4.41 -1.07
C -2.40 0.07 -3.08 1.08
C -3.55 -2.62 -0.61 0.34
C -3.30 -3.21 0.63 -0.05
C -2.87 -4.52 0.74 -0.89
C -2.67 -5.29 -0.40 -0.58
C -2.93 -4.73 -1.65 -0.76
C -3.36 -3.41 -1.75 -0.14
H -6.14 1.93 0.48 0.55
H -5.21 1.84 -1.01 0.35
H -4.37 1.84 0.55 -0.02
H -6.17 0.04 2.08 0.57
H -4.43 -0.24 2.07 0.06
H -5.55 -1.55 1.66 0.35
H -7.50 -0.19 0.02 0.48
H -6.71 -1.60 -0.67 0.36
H -6.78 -0.08 -1.57 0.36
H -5.65 -0.78 -3.20 0.32
H -5.29 -0.27 -5.56 0.48
H -3.07 0.47 -6.36 0.45
H -1.19 0.67 -4.75 0.70
H -1.53 0.15 -2.41 -0.28
H -3.43 -2.62 1.54 0.31
H -2.70 -4.96 1.72 0.51
H -2.35 -6.31 -0.32 0.46
H -2.80 -5.33 -2.54 0.51
H -3.55 -3.00 -2.73 0.49
O -0.51 -2.17 -0.40 0.11
H -0.78 -2.63 0.42 0.17
H -1.22 -2.45 -1.01 -0.43
C 0.64 -4.06 -6.46 -1.33
C 1.62 -3.08 -5.84 -0.28
C 0.94 -1.96 -5.06 -0.72
C 0.34 -2.40 -3.73 0.00
N 1.36 -2.78 -2.74 1.51
C 2.05 -1.94 -1.96 -0.59
Se 1.82 -0.07 -1.90 -0.41
N 2.92 -2.65 -1.22 0.99
C 3.96 -2.13 -0.32 -0.93
C 5.34 -2.22 -0.95 -0.80
C 5.54 -1.28 -2.14 -0.01
C 5.67 0.18 -1.74 -1.21
C 2.78 -4.00 -1.52 0.40
C 3.41 -5.13 -1.02 -1.09
C 3.01 -6.34 -1.54 -0.90
C 2.01 -6.43 -2.52 -0.91
C 1.38 -5.31 -3.01 -0.55
C 1.78 -4.08 -2.49 0.79
H 1.16 -4.86 -6.99 0.39
H -0.02 -3.56 -7.17 0.39
H 0.00 -4.54 -5.71 0.24
H 2.22 -2.63 -6.64 0.43
H 2.34 -3.60 -5.20 0.20
H 0.13 -1.54 -5.65 0.55
H 1.64 -1.14 -4.86 0.24
H -0.31 -3.27 -3.84 0.59
H -0.25 -1.60 -3.29 -1.15
H 3.91 -2.71 0.60 0.48
H 3.69 -1.09 -0.10 0.04
H 5.53 -3.25 -1.24 0.44
H 6.07 -1.98 -0.17 0.47
H 4.72 -1.41 -2.86 -0.01
H 6.44 -1.59 -2.67 0.41
H 4.78 0.55 -1.23 0.19
H 5.82 0.81 -2.62 0.36
H 6.53 0.33 -1.08 0.38
H 4.19 -5.07 -0.27 0.51
H 3.48 -7.25 -1.19 0.46
H 1.73 -7.40 -2.90 0.48
H 0.62 -5.38 -3.78 0.31
```

Record 6
Formula: C22H24ClNO2
Source: the Open Molecules 2025 dataset
Level of theory: ωB97M-V/def2-TZVPD

Results
* SMILES: C[C@]12C=C3C=NO[C@@H]3C=C1C=C[C@@H]1[C@@H]2CC[C@@]2(C)[C@H]1CC[C@@]2(O)C#CCl
* F_max: 0.0723 hartree/bohr
* 2S+1: 1
* DFT total energy: -41305.67755 eV
* charge: 0

Geometry as XYZ:
```
50
Properties=species:S:1:pos:R:3:mulliken_charge:R:1
Cl -0.74 -6.02 -1.59 -0.16
C -0.55 -4.44 -2.33 1.76
C -0.38 -3.37 -2.84 -2.45
N -1.48 2.64 5.87 -0.50
O -0.08 2.62 5.56 -0.25
O -0.90 -1.95 -4.51 -0.66
C -2.16 2.00 4.94 -0.54
C 2.33 0.48 1.66 -1.66
C 1.29 1.24 3.79 -1.57
C -1.18 1.48 3.97 -0.31
C -1.36 1.24 2.62 -1.32
C 1.16 0.97 2.45 0.75
C 2.23 0.11 0.35 -1.03
C 0.12 1.46 4.70 0.61
C 1.35 -1.75 -3.69 -1.42
C -0.03 2.59 1.11 -1.54
C -0.63 0.37 -3.11 -1.75
C -1.55 -1.09 -1.28 -1.50
C -1.63 0.02 -0.16 -0.94
C 1.99 -0.95 -2.54 -0.96
C -0.11 -2.00 -3.35 1.53
C -0.17 1.15 1.70 2.66
C -0.38 -0.93 -2.28 1.23
C -0.26 0.04 0.57 0.21
C 0.92 -0.97 -1.47 -1.01
C 0.93 0.16 -0.41 0.91
H -1.82 -1.81 -4.28 0.43
H -3.23 1.92 4.88 0.46
H 3.27 0.35 2.17 0.41
H 2.24 1.13 4.29 0.39
H -2.35 1.36 2.22 0.41
H 3.11 -0.20 -0.20 0.34
H 0.08 0.58 5.38 0.18
H 1.48 -1.25 -4.64 0.36
H 1.89 -2.70 -3.82 0.40
H -0.06 3.32 1.90 0.57
H 0.96 2.68 0.59 0.30
H -0.82 2.83 0.35 0.26
H -0.66 1.27 -2.47 0.41
H -1.60 0.34 -3.62 0.40
H 0.14 0.56 -3.87 0.40
H -2.52 -1.18 -1.80 0.37
H -1.43 -2.04 -0.73 0.51
H -1.82 1.00 -0.59 0.37
H -2.44 -0.27 0.48 0.51
H 2.15 0.11 -2.82 0.37
H 2.97 -1.37 -2.22 0.45
H -0.19 -0.95 1.03 0.33
H 0.97 -1.93 -0.99 0.71
H 0.92 1.14 -0.94 0.53
```

Record 7
Formula: C6H10O
Source: the Open Molecules 2025 dataset
Level of theory: ωB97M-V/def2-TZVPD

Results
* SMILES: C=CO.C#C.C=C
* F_max: 0.0119 hartree/bohr
* 2S+1: 1
* DFT total energy: -8425.31815 eV
* charge: 0

Geometry as XYZ:
```
17
Properties=species:S:1:pos:R:3:mulliken_charge:R:1
O 2.00 -0.92 1.19 -0.54
C 1.52 -0.78 -0.08 0.02
C 0.39 -1.42 -0.52 -1.15
C -1.52 -0.55 0.29 -0.59
C -1.68 0.81 0.15 -0.71
C 0.01 1.96 -0.40 -0.34
C 1.16 1.51 -0.33 -0.37
H 1.27 -1.21 1.75 0.34
H 2.30 -0.46 -0.76 0.54
H 0.03 -2.29 0.01 0.43
H 0.17 -1.37 -1.58 0.32
H -1.31 -0.96 1.28 0.32
H -2.00 -1.23 -0.40 0.33
H -2.27 1.17 -0.69 0.32
H -1.70 1.43 1.04 0.35
H -0.63 2.81 -0.55 0.37
H 2.22 1.64 -0.38 0.35
```

Record 8
Formula: C33H28ClEuIN6OS3
Source: the Open Molecules 2025 dataset
Level of theory: ωB97M-V/def2-TZVPD

Results
* F_max: 0.0819 hartree/bohr
* 2S+1: 8
* DFT total energy: -118119.75207 eV
* charge: 0
* expectation value of S²: 15.7886

Geometry as XYZ:
```
74
Properties=species:S:1:pos:R:3:mulliken_charge:R:1
Eu 0.54 -0.74 0.07 1.05
C 2.57 2.18 -3.39 -0.86
C 2.24 3.57 -3.13 -0.35
C 1.82 3.91 -1.94 -0.70
C 1.44 2.91 -0.94 -0.11
N 1.44 1.55 -1.31 0.82
C 2.09 1.29 -2.45 -0.43
N 1.24 3.38 0.33 -0.49
C 0.76 2.69 1.28 -0.38
N 0.38 1.37 1.17 0.55
C -0.19 0.95 2.32 -0.28
N -0.50 -0.34 2.34 -0.28
C -1.53 -1.15 2.61 0.36
C -2.60 -0.77 3.48 -0.44
C -3.45 -1.80 3.88 -0.57
C -3.24 -3.10 3.39 -0.56
C -2.28 -3.35 2.42 -0.38
N -1.40 -2.42 2.05 -0.22
C -0.08 2.03 3.31 0.58
C -0.58 2.20 4.57 -0.50
C -0.43 3.43 5.17 -0.71
C 0.31 4.50 4.62 -0.51
C 0.89 4.32 3.35 -0.27
C 0.59 3.12 2.70 0.15
H 3.10 1.90 -4.33 0.35
H 2.43 4.35 -3.90 0.35
H 1.79 4.88 -1.48 0.50
H 2.36 0.25 -2.58 0.39
H -2.63 0.25 3.82 0.57
H -4.31 -1.62 4.55 0.36
H -3.83 -3.91 3.77 0.39
H -2.21 -4.33 1.98 0.43
H -0.97 1.32 5.09 0.50
H -0.79 3.54 6.19 0.36
H 0.41 5.46 5.21 0.32
H 1.52 5.14 2.95 0.43
Cl 6.15 -5.32 -0.24 -0.26
C 4.57 -4.64 -0.20 0.71
C 3.47 -5.38 -0.80 -0.43
C 2.23 -4.81 -0.89 -0.86
I 0.63 -5.68 -1.94 0.04
C 1.97 -3.47 -0.38 0.88
O 0.78 -2.99 -0.24 -0.56
C 3.08 -2.70 0.01 0.24
N 2.89 -1.36 0.33 -0.10
C 3.92 -0.68 0.77 0.08
C 5.21 -1.17 1.00 -1.12
C 5.43 -2.52 0.73 -0.48
C 4.39 -3.31 0.21 -0.23
H 3.63 -6.42 -1.07 0.39
H 3.72 0.38 0.91 0.48
H 5.91 -0.53 1.55 0.35
H 6.42 -2.98 0.97 0.32
C -3.42 2.01 -2.92 -0.61
C -3.59 2.12 -1.41 -1.22
S -2.62 0.79 -0.52 0.22
C -3.60 -0.71 -0.81 -0.63
C -3.11 -1.38 -2.06 -0.92
S -1.46 -0.85 -2.65 0.08
C -1.80 -0.73 -4.48 -0.74
C -1.91 0.72 -4.89 -0.57
S -1.68 1.74 -3.39 0.00
H -3.69 2.87 -3.54 0.53
H -4.02 1.17 -3.28 0.24
H -4.60 1.94 -1.04 0.47
H -3.20 3.01 -0.98 0.43
H -4.67 -0.41 -0.81 0.42
H -3.58 -1.46 0.01 0.07
H -3.95 -1.27 -2.83 0.33
H -2.97 -2.46 -1.86 0.60
H -2.64 -1.39 -4.67 0.37
H -0.85 -1.15 -4.86 0.32
H -2.89 0.94 -5.42 0.32
H -1.05 1.09 -5.46 0.39
```

Please write out number 7 again, unchanged.
Formula: C6H10O
Source: the Open Molecules 2025 dataset
Level of theory: ωB97M-V/def2-TZVPD

Results
* SMILES: C=CO.C#C.C=C
* F_max: 0.0119 hartree/bohr
* 2S+1: 1
* DFT total energy: -8425.31815 eV
* charge: 0

Geometry as XYZ:
```
17
Properties=species:S:1:pos:R:3:mulliken_charge:R:1
O 2.00 -0.92 1.19 -0.54
C 1.52 -0.78 -0.08 0.02
C 0.39 -1.42 -0.52 -1.15
C -1.52 -0.55 0.29 -0.59
C -1.68 0.81 0.15 -0.71
C 0.01 1.96 -0.40 -0.34
C 1.16 1.51 -0.33 -0.37
H 1.27 -1.21 1.75 0.34
H 2.30 -0.46 -0.76 0.54
H 0.03 -2.29 0.01 0.43
H 0.17 -1.37 -1.58 0.32
H -1.31 -0.96 1.28 0.32
H -2.00 -1.23 -0.40 0.33
H -2.27 1.17 -0.69 0.32
H -1.70 1.43 1.04 0.35
H -0.63 2.81 -0.55 0.37
H 2.22 1.64 -0.38 0.35
```

Q: DFT total energy of number 7 (C6H10O)?
A: -8425.31815 eV

Q: What is the F_max in the first record?
A: 0.1424 hartree/bohr